(1)
This record from the OMol25 dataset describes C36H28Cl2N12O2STa as an isolated structure in a non-equilibrium geometry. The level of theory is ωB97M-V/def2-TZVPD.

Calculated values
Molar mass (g/mol): 944.6
Relative energy (zero: lowest compared OMol25 entry of this formula, charge and spin) (kcal/mol): 29.76
Kohn-Sham gap (spin up / spin down) (eV): 5.3 / 5.3
Charge: +3

XYZ file:
```
82
C36H28Cl2N12O2STa ωB97M-V/def2-TZVPD
Ta 0.067 0.186 -0.102
C 3.041 -1.789 2.567
C 2.614 -3.105 2.774
C 1.375 -3.483 2.247
C 0.584 -2.546 1.552
N 1.030 -1.275 1.320
C 2.266 -0.951 1.788
N -0.619 -3.039 1.138
C -1.431 -2.423 0.341
N -1.455 -1.053 -0.005
C -2.839 -0.697 -0.340
N -3.288 0.544 -0.286
C -2.528 1.490 0.357
C -3.039 2.817 0.458
C -2.632 3.598 1.543
C -1.651 3.155 2.435
C -0.985 1.993 2.132
N -1.402 1.196 1.104
C -3.529 -1.957 -0.510
C -4.894 -2.191 -0.733
C -5.369 -3.496 -0.604
C -4.559 -4.543 -0.120
C -3.207 -4.301 0.138
C -2.691 -3.033 -0.068
H 3.974 -1.410 2.950
H 3.214 -3.887 3.279
H 1.023 -4.510 2.303
H 2.678 -0.004 1.438
H -3.762 3.182 -0.231
H -3.111 4.551 1.767
H -1.326 3.725 3.289
H -0.036 1.672 2.555
H -5.612 -1.419 -1.021
H -6.367 -3.767 -0.902
H -5.004 -5.517 0.070
H -2.537 -5.120 0.464
Cl 4.282 -0.314 -1.113
C 3.397 -1.586 -1.859
C 4.064 -2.729 -2.330
C 3.337 -3.773 -2.913
Cl 4.237 -5.154 -3.547
C 1.890 -3.712 -3.006
C 1.136 -4.743 -3.571
C -0.224 -4.542 -3.728
C -0.830 -3.377 -3.276
N -0.128 -2.362 -2.685
C 1.190 -2.558 -2.554
C 2.017 -1.572 -1.960
O 1.344 -0.567 -1.340
H 5.161 -2.788 -2.306
H 1.557 -5.714 -3.769
H -0.845 -5.282 -4.256
H -1.904 -3.328 -3.347
C 3.935 3.414 5.644
C 3.612 3.303 4.165
N 4.077 4.179 3.329
N 3.584 3.856 2.135
C 2.744 2.833 2.175
S 1.829 2.406 0.833
N 2.835 2.378 3.500
N 1.956 1.446 4.148
H 5.023 3.453 5.798
H 3.511 2.595 6.241
H 3.518 4.394 5.943
H 3.861 4.392 1.276
H 2.592 0.734 4.526
H 1.520 1.904 4.960
N -1.745 5.651 -3.754
C -1.958 5.144 -2.498
O -2.600 5.786 -1.612
C -1.555 3.680 -2.404
C -2.137 2.849 -3.362
C -1.862 1.467 -3.379
C -0.883 1.001 -2.500
N -0.365 1.774 -1.520
C -0.607 3.117 -1.568
H -1.882 6.677 -3.813
H -0.900 5.391 -4.256
H -2.803 3.321 -4.091
H -2.373 0.738 -4.013
H -0.523 -0.035 -2.636
H -0.075 3.655 -0.795
```

Atom charges from the Löwdin analysis, given in e for atoms 1 to 4: 1.891 -0.030 0.014 0.044

(2)
This record from the OMol25 dataset describes an isolated ion of composition C4H8BrN2 and charge +1 in a non-equilibrium geometry. The level of theory is ωB97M-V/def2-TZVPD.

Calculated values
Molar mass (g/mol): 164.0
Relative energy (zero: lowest compared OMol25 entry of this formula, charge and spin) (kcal/mol): 0.00
SMILES: Br[C@H]1CCNC=[NH+]1
Kohn-Sham gap (eV): 10.7
Charge: +1

XYZ file:
```
15
C4H8BrN2 ωB97M-V/def2-TZVPD
C -0.511 0.699 -1.315
C -0.143 -0.873 0.890
C 1.083 -0.265 0.215
C -1.274 0.149 0.918
N 0.699 0.271 -1.078
N -1.456 0.707 -0.406
Br -2.983 -0.709 1.459
H -0.747 1.083 -2.300
H -0.472 -1.750 0.329
H 0.099 -1.189 1.903
H 1.513 0.536 0.826
H 1.849 -1.029 0.070
H -1.098 0.949 1.644
H 1.400 0.311 -1.806
H -2.380 1.053 -0.637
```

Atom charges from the natural (NBO) analysis, given in e for atoms 1 to 4: 0.387 -0.458 -0.239 -0.075

(3)
This record from the OMol25 dataset describes a 2-piece molecular cluster, C2H4Cl4O overall in a non-equilibrium geometry. The level of theory is ωB97M-V/def2-TZVPD.

Calculated values
Molar mass (g/mol): 185.9
Relative energy (zero: lowest compared OMol25 entry of this formula, charge and spin) (kcal/mol): 0.00
SMILES: ClCC(Cl)(Cl)Cl.O
Kohn-Sham gap (eV): 11.4
Charge: 0

XYZ file:
```
11
C2H4Cl4O ωB97M-V/def2-TZVPD
Cl 0.000 0.000 0.000
Cl 2.713 3.270 0.641
Cl 1.536 1.412 2.548
Cl 3.385 0.443 0.389
C 0.812 1.624 -0.028
C 2.085 1.632 0.864
H 1.164 1.871 -1.048
H 0.138 2.438 0.302
O -2.306 2.409 1.993
H -1.943 3.323 1.975
H -2.195 2.116 2.926
```

Atom charges from the natural (NBO) analysis, given in e for atoms 1 to 4: -0.033 0.025 0.023 0.023